Record 1
{
  "formula": "C23H30N2O2S",
  "method": "ωB97M-V/def2-TZVPD",
  "smiles": "CC(C)(O)C#Cc1ccc(CN2CCN(Cc3ccsc3)[C@H](CCO)C2)cc1",
  "e_homo_ha": -0.29570,
  "e_above_lowest_kj_mol": 345.23,
  "largest_force_ev_per_a": 0.9,
  "multiplicity": 1,
  "orbital_gap_ha": 0.32051,
  "symbols": ["S", "O", "O", "N", "N", "C", "C", "C", "C", "C", "C", "C", "C", "C", "C", "C", "C", "C", "C", "C", "C", "C", "C", "C", "C", "C", "C", "C", "H", "H", "H", "H", "H", "H", "H", "H", "H", "H", "H", "H", "H", "H", "H", "H", "H", "H", "H", "H", "H", "H", "H", "H", "H", "H", "H", "H", "H", "H"],
  "positions_angstrom": [[-5.1654, -2.7089, -0.9496], [4.3953, 4.1158, 5.3134], [0.5578, -1.6146, -6.1492], [-0.5786, -2.9040, -2.5207], [-0.6574, -0.2102, -1.4934], [-5.0821, -2.2156, -2.5957], [2.3962, 4.1722, 6.6998], [3.2849, 3.3447, 5.7575], [1.1029, 2.2054, 2.5042], [-3.9224, -2.5973, -3.1838], [-0.8863, -1.3301, -0.5983], [-3.6135, -3.4439, -1.0685], [3.8627, 2.1255, 6.4816], [0.9999, 1.4571, 0.2222], [-0.5385, -1.7444, -3.3945], [0.9264, -1.4207, -3.7382], [1.7433, 1.8305, 1.3220], [1.0589, -0.7889, -5.1238], [-1.2272, -0.5101, -2.7930], [-0.2899, 2.1941, 2.5595], [1.8604, 2.5946, 3.6343], [-1.1738, 1.0301, -0.9408], [-3.0603, -3.3060, -2.3031], [-0.1979, -2.5758, -1.1631], [-1.6947, -3.8141, -2.6869], [-0.3904, 1.4420, 0.2742], [2.4837, 2.9036, 4.6162], [-1.0238, 1.8111, 1.4535], [4.0701, 4.8627, 4.7993], [0.8819, -2.3933, -1.1610], [-5.9018, -1.6737, -3.0240], [-1.0649, 0.3457, -3.4527], [2.8228, 1.8385, 1.2794], [-2.1036, 1.7995, 1.5069], [1.3366, -0.7434, -2.9905], [-1.4678, -4.7053, -2.0931], [-0.4009, -3.4343, -0.5205], [-1.7144, -4.1055, -3.7420], [4.4595, 2.4594, 7.3263], [1.4890, 1.1610, -0.6933], [-1.0485, -2.0108, -4.3263], [-3.6805, -2.3914, -4.2117], [-0.4552, -1.0926, 0.3773], [-1.0676, 1.8032, -1.7105], [3.0627, 1.4789, 6.8313], [-3.2015, -3.9353, -0.2088], [0.4763, 0.1328, -5.1863], [2.9906, 4.5330, 7.5362], [-0.7879, 2.4817, 3.4742], [-1.9672, -1.5141, -0.4631], [0.9980, -2.4705, -6.0911], [1.9759, 5.0272, 6.1715], [4.5021, 1.5696, 5.8010], [2.1140, -0.5422, -5.3150], [-2.2480, 0.9511, -0.6893], [1.5794, 3.5628, 7.0775], [-2.3159, -0.6841, -2.7227], [1.4965, -2.3528, -3.7148]]
}


Record 2
{
  "formula": "C23H30N4O2",
  "method": "ωB97M-V/def2-TZVPD",
  "smiles": "Cc1ccc(C(=O)N2CCC[C@H](N3CCN(c4ccccc4C)CC3)C2)c(=O)[nH]1",
  "e_homo_ha": -0.28861,
  "e_above_lowest_kj_mol": 107.61,
  "largest_force_ev_per_a": 0.6,
  "multiplicity": 1,
  "orbital_gap_ha": 0.30991,
  "symbols": ["O", "O", "N", "N", "N", "N", "C", "C", "C", "C", "C", "C", "C", "C", "C", "C", "C", "C", "C", "C", "C", "C", "C", "C", "C", "C", "C", "C", "C", "H", "H", "H", "H", "H", "H", "H", "H", "H", "H", "H", "H", "H", "H", "H", "H", "H", "H", "H", "H", "H", "H", "H", "H", "H", "H", "H", "H", "H", "H"],
  "positions_angstrom": [[1.6565, -0.7115, -1.8659], [4.9348, -0.4012, -0.1405], [-0.3084, 1.8858, -0.0702], [1.1464, -2.7396, -1.0354], [3.1949, 0.8658, 0.5381], [-2.8442, 1.3982, 0.2907], [1.2857, -3.7832, -0.1825], [0.4102, -4.9677, -0.4216], [-0.8547, 2.7474, 0.9540], [1.8026, 1.0469, 0.8572], [-2.5676, 1.9990, -0.9977], [2.8390, -1.4844, 0.0643], [3.0011, -2.5330, 0.9176], [-2.7211, -0.0039, 0.3588], [-2.5950, -2.7897, 0.5376], [1.8305, 3.2341, -0.3387], [-1.6121, -2.0124, 1.1240], [3.3143, 3.0080, -0.6231], [-1.0564, 1.9879, -1.3080], [-3.7297, -0.7921, -0.2173], [1.1266, 1.8710, -0.2523], [-4.9220, -0.1754, -0.8864], [3.7522, -0.2920, 0.1291], [-1.6787, -0.6354, 1.0345], [1.8750, -1.5567, -1.0136], [-3.6416, -2.1731, -0.1242], [-2.2477, 2.1974, 1.3437], [2.2135, -3.6989, 0.8120], [3.9348, 2.1064, 0.4451], [3.9110, 2.6054, 1.4213], [-4.4240, -2.7766, -0.5637], [-2.1960, 1.5973, 2.2519], [-2.9406, 3.0276, -0.9603], [0.4915, -5.6759, 0.3974], [1.3079, 1.3297, -1.1869], [3.8477, 3.9598, -0.6484], [0.4561, -2.7991, -1.7756], [-2.5643, -3.8674, 0.6148], [-0.6279, -4.6555, -0.5229], [1.7137, 3.7762, 0.6035], [-0.7988, 1.1133, -1.9109], [-5.1119, 0.8135, -0.4771], [-0.9481, 3.7920, 0.6072], [2.3520, -4.5124, 1.5036], [1.7379, 1.5693, 1.8200], [-4.7653, -0.0813, -1.9616], [-0.7966, 2.8937, -1.8845], [-5.8001, -0.7998, -0.7351], [1.3857, 3.8358, -1.1339], [3.4245, 2.5253, -1.5958], [1.3110, 0.0790, 0.9506], [0.7037, -5.4690, -1.3441], [-3.1056, 1.4689, -1.7813], [-2.9266, 3.0381, 1.5371], [-0.7895, -2.4771, 1.6502], [4.9670, 1.8567, 0.1944], [-0.9014, -0.0367, 1.4796], [3.7466, -2.4695, 1.6970], [-0.1983, 2.7411, 1.8244]]
}


Record 3
{
  "formula": "C23H30N4O3S2",
  "method": "ωB97M-V/def2-TZVPD",
  "smiles": "Cc1cccn2c(=O)c(/C=C3\\SC(=S)N(CC(C)C)C3=O)c(NCCCOC(C)C)nc12",
  "e_homo_ha": -0.27663,
  "e_above_lowest_kj_mol": 20.95,
  "largest_force_ev_per_a": 1.0,
  "multiplicity": 1,
  "orbital_gap_ha": 0.25573,
  "symbols": ["S", "S", "O", "O", "O", "N", "N", "N", "N", "C", "C", "C", "C", "C", "C", "C", "C", "C", "C", "C", "C", "C", "C", "C", "C", "C", "C", "C", "C", "C", "C", "C", "H", "H", "H", "H", "H", "H", "H", "H", "H", "H", "H", "H", "H", "H", "H", "H", "H", "H", "H", "H", "H", "H", "H", "H", "H", "H", "H", "H", "H", "H"],
  "positions_angstrom": [[4.4175, -3.8647, 1.7537], [1.7950, -2.7137, 0.9089], [3.2391, 0.8208, 0.7171], [-0.3023, -2.7963, -0.4737], [-0.8542, 2.1522, -1.6371], [-2.4878, -2.1704, -0.3775], [-1.6004, 1.5668, 0.9429], [-3.0990, 0.0358, 0.1649], [3.9311, -1.3003, 1.2238], [-1.8204, 0.3458, 0.4276], [-2.0666, 2.8785, -1.6537], [-3.4206, -1.1740, -0.2186], [-0.4613, 1.5002, -2.8349], [-0.7710, -0.5905, 0.2536], [5.4357, -0.1873, 2.8445], [1.6836, -0.9911, 0.6584], [-2.1996, 3.5989, -0.3121], [-4.7919, -1.4788, -0.4812], [-1.0878, -1.9039, -0.1927], [-4.1442, -3.7410, -0.9972], [2.9927, -0.3613, 0.8495], [-2.8485, -3.4263, -0.7563], [6.8849, 0.2553, 3.0230], [-0.0729, 2.4844, -3.9411], [5.2961, -0.9007, 1.4930], [-5.1333, -2.7441, -0.8606], [-2.5565, 2.6397, 0.8287], [-5.7865, -0.3786, -0.3162], [-1.4936, 0.4900, -3.3401], [3.4939, -2.5842, 1.3292], [0.5947, -0.2170, 0.4350], [5.0052, -1.0955, 3.9923], [-2.0626, 3.6186, -2.4649], [-2.9747, 4.3619, -0.3879], [-1.0417, -0.1335, -4.1061], [-5.7399, 0.0103, 0.6988], [-3.5312, 2.1838, 0.6518], [-2.3580, 0.9927, -3.7693], [4.7928, 0.6990, 2.8258], [0.4391, 1.9509, -4.7366], [7.5450, -0.6093, 3.0329], [3.9574, -1.3742, 3.9009], [0.4367, 0.9559, -2.5172], [-1.8257, -0.1496, -2.5258], [5.6005, -0.2215, 0.6917], [-6.1656, -2.9902, -1.0584], [-2.5794, 3.1899, 1.7746], [5.6000, -2.0061, 3.9993], [-1.2486, 4.0890, -0.0961], [5.9139, -1.8011, 1.4737], [7.0026, 0.7884, 3.9631], [5.1374, -0.5868, 4.9444], [0.5949, 3.2441, -3.5425], [-4.4125, -4.7415, -1.2916], [-5.5445, 0.4431, -0.9875], [7.1890, 0.9150, 2.2138], [0.8301, 0.8411, 0.3756], [-2.9225, 2.2043, -1.7968], [-6.7923, -0.7312, -0.5250], [-0.6365, 1.8572, 1.0148], [-0.9501, 2.9700, -4.3633], [-2.0244, -4.1189, -0.8451]]
}


Record 4
{
  "formula": "C23H30N6O2",
  "method": "ωB97M-V/def2-TZVPD",
  "smiles": "COc1ccc([C@H](c2nnnn2CCc2ccccc2)N2CCN(C)CC2)cc1OC",
  "e_homo_ha": -0.29161,
  "e_above_lowest_kj_mol": 350.31,
  "largest_force_ev_per_a": 1.5,
  "multiplicity": 1,
  "orbital_gap_ha": 0.31296,
  "symbols": ["O", "O", "N", "N", "N", "N", "N", "N", "C", "C", "C", "C", "C", "C", "C", "C", "C", "C", "C", "C", "C", "C", "C", "C", "C", "C", "C", "C", "C", "C", "C", "H", "H", "H", "H", "H", "H", "H", "H", "H", "H", "H", "H", "H", "H", "H", "H", "H", "H", "H", "H", "H", "H", "H", "H", "H", "H", "H", "H", "H", "H"],
  "positions_angstrom": [[3.5393, 4.1968, -0.8241], [2.1217, 3.2373, -2.7703], [-0.9326, -0.1688, 0.3825], [-3.3463, 1.2810, 1.0499], [1.1551, -3.0554, -2.3769], [0.4849, -2.2338, -3.0653], [0.0982, -1.1990, -2.3337], [1.2353, -2.5754, -1.1321], [-1.0463, 0.5128, 1.6596], [2.1021, 1.2421, 0.8524], [-3.1365, 0.6342, -0.2316], [-2.5267, 0.6258, 2.0477], [-0.3913, -3.9702, 0.7744], [1.3365, 0.7321, -0.1789], [-1.6614, 0.5632, -0.6392], [-1.8500, -3.0680, 2.4624], [1.3830, 2.7558, -3.8676], [-2.8724, -2.9675, 1.5344], [1.3287, 1.3891, -1.4080], [0.9554, -4.4886, 0.3491], [2.0698, 2.5396, -1.6051], [2.8445, 3.0604, -0.5430], [2.8505, 2.3982, 0.6716], [-3.2015, 2.7212, 1.0175], [-0.6151, -3.5609, 2.0823], [-2.6517, -3.3523, 0.2240], [0.4573, -0.4879, 0.0550], [4.3395, 4.7570, 0.1855], [1.8685, -3.3324, -0.0928], [-1.4191, -3.8536, -0.1525], [0.5516, -1.4013, -1.1144], [-3.4419, -3.2698, -0.5072], [3.4372, 2.7708, 1.4960], [1.4425, -5.0169, 1.1698], [-0.5868, 1.5164, 1.6309], [2.0864, -2.6683, 0.7459], [4.7944, 5.6412, -0.2579], [-3.7077, 1.1649, -0.9954], [-3.4642, 3.1171, 1.9984], [-3.9020, 3.1227, 0.2859], [1.5841, 3.4506, -4.6813], [-3.8426, -2.5981, 1.8331], [3.7439, 5.0553, 1.0552], [-3.5219, -0.3855, -0.1466], [2.1256, 0.7460, 1.8121], [-1.5659, 0.0296, -1.5847], [-2.1934, 3.0754, 0.7613], [-2.6176, 1.1632, 2.9942], [-1.2638, 1.5840, -0.7688], [-2.9219, -0.3847, 2.1759], [2.8058, -3.7281, -0.4925], [0.7428, 0.9718, -2.2106], [-1.2572, -4.1672, -1.1745], [-0.5279, -0.0780, 2.4198], [0.8380, -1.0233, 0.9345], [5.1280, 4.0674, 0.5058], [0.3087, 2.7443, -3.6569], [0.8400, -5.1745, -0.4919], [1.7018, 1.7506, -4.1605], [0.1805, -3.6431, 2.8107], [-2.0158, -2.7654, 3.4864]]
}